{
  "formula": "C41H29BrN6NiOP2Se2",
  "method": "the ωB97M-V functional and the def2-TZVPD basis",
  "species": ["Ni", "Br", "C", "C", "C", "C", "C", "C", "N", "N", "C", "C", "C", "C", "O", "C", "N", "C", "C", "C", "C", "H", "H", "H", "H", "H", "H", "H", "H", "H", "Se", "P", "C", "C", "C", "C", "C", "C", "C", "C", "C", "C", "C", "C", "C", "C", "N", "N", "N", "P", "Se", "C", "C", "C", "C", "C", "C", "C", "C", "C", "C", "C", "C", "H", "H", "H", "H", "H", "H", "H", "H", "H", "H", "H", "H", "H", "H", "H", "H", "H", "H", "H", "H"],
  "xyz": [[-0.873, -0.486, -2.146], [-3.328, 7.707, -2.132], [-4.468, 6.202, -2.044], [-4.254, 5.131, -2.899], [-5.094, 4.032, -2.841], [-6.155, 3.994, -1.928], [-6.369, 5.099, -1.104], [-5.522, 6.196, -1.147], [-7.077, 2.933, -1.781], [-6.902, 1.832, -2.424], [-5.732, 1.141, -2.508], [-5.690, 0.129, -3.477], [-4.530, -0.571, -3.792], [-3.342, -0.289, -3.141], [-2.189, -0.837, -3.424], [-3.386, 0.637, -2.052], [-2.222, 0.746, -1.361], [-2.174, 1.493, -0.281], [-3.312, 2.138, 0.213], [-4.491, 2.056, -0.484], [-4.551, 1.323, -1.686], [-3.436, 5.160, -3.606], [-4.939, 3.205, -3.520], [-7.213, 5.075, -0.426], [-5.681, 7.040, -0.491], [-6.609, -0.056, -4.019], [-4.525, -1.329, -4.565], [-1.215, 1.568, 0.217], [-3.251, 2.686, 1.143], [-5.377, 2.536, -0.097], [2.820, -0.181, 3.590], [3.538, -0.136, 1.600], [4.694, 1.231, 1.329], [4.263, 2.546, 1.512], [5.147, 3.593, 1.319], [6.469, 3.337, 0.969], [6.909, 2.032, 0.828], [6.021, 0.977, 1.002], [4.450, -1.614, 1.091], [4.448, -2.049, -0.232], [5.173, -3.178, -0.589], [5.910, -3.863, 0.367], [5.928, -3.418, 1.683], [5.194, -2.300, 2.048], [2.242, 0.075, 0.358], [1.252, -0.742, -0.173], [0.576, 0.043, -1.041], [1.104, 1.259, -1.059], [2.114, 1.293, -0.229], [0.381, -2.310, -0.017], [-0.281, -2.818, -2.006], [-1.016, -1.876, 1.046], [-0.794, -1.091, 2.178], [-1.874, -0.653, 2.930], [-3.169, -0.988, 2.553], [-3.388, -1.770, 1.428], [-2.312, -2.212, 0.670], [1.319, -3.626, 0.755], [1.825, -3.469, 2.044], [2.553, -4.494, 2.623], [2.768, -5.676, 1.927], [2.253, -5.839, 0.649], [1.528, -4.814, 0.058], [3.240, 2.745, 1.801], [4.805, 4.613, 1.439], [7.155, 4.159, 0.806], [7.943, 1.830, 0.580], [6.367, -0.040, 0.877], [3.886, -1.509, -0.983], [5.168, -3.517, -1.617], [6.473, -4.744, 0.085], [6.513, -3.945, 2.426], [5.182, -1.956, 3.076], [0.210, -0.802, 2.476], [-1.698, -0.037, 3.803], [-4.010, -0.633, 3.136], [-4.397, -2.029, 1.132], [-2.479, -2.810, -0.217], [1.666, -2.554, 2.603], [2.956, -4.361, 3.620], [3.339, -6.475, 2.384], [2.417, -6.762, 0.108], [1.126, -4.936, -0.938]],
  "atomic_forces_ev_per_a": [[-0.6, 0.1, 0.3], [0.1, 0.0, 0.0], [0.0, 0.0, 0.0], [-0.1, 0.0, -0.1], [-0.1, 0.2, -0.1], [0.7, -0.1, 0.8], [0.0, -0.1, 0.1], [-0.1, 0.0, 0.0], [-0.2, -0.4, -2.5], [-1.4, 0.3, 2.5], [1.4, -0.2, -0.8], [-0.1, 0.5, 0.3], [0.1, -0.2, -0.3], [0.4, -0.1, -0.1], [-0.1, -0.1, 0.4], [-0.2, 0.1, 0.2], [0.4, 0.1, -0.4], [0.2, -0.1, 0.0], [-0.2, 0.0, 0.0], [0.1, 0.0, 0.2], [-0.4, -0.1, -0.2], [0.0, 0.0, 0.0], [0.1, 0.1, 0.0], [0.0, 0.0, 0.0], [0.0, 0.0, 0.0], [0.0, 0.0, 0.0], [0.0, 0.0, 0.0], [0.0, 0.0, 0.0], [0.0, 0.0, 0.0], [0.0, 0.0, 0.0], [0.0, 0.0, -0.1], [0.0, 0.1, 0.0], [0.0, 0.1, 0.0], [0.0, 0.0, 0.0], [0.0, 0.0, 0.0], [0.0, 0.0, 0.0], [0.0, 0.0, 0.0], [0.0, 0.0, -0.1], [-0.1, -0.2, 0.1], [0.0, 0.0, 0.0], [0.0, 0.0, 0.0], [0.0, 0.0, 0.0], [0.0, 0.0, 0.0], [0.0, 0.0, 0.0], [0.2, 0.1, 0.0], [-0.1, 0.0, 0.1], [-0.2, 0.0, -0.2], [0.0, -0.2, 0.1], [-0.1, -0.2, -0.1], [0.0, 0.1, 0.0], [0.2, 0.2, -0.2], [-0.1, 0.2, 0.0], [0.0, 0.0, 0.0], [0.0, 0.0, 0.0], [0.0, 0.0, 0.0], [0.0, 0.0, 0.0], [0.0, -0.1, 0.1], [0.2, -0.1, -0.1], [-0.1, -0.1, 0.0], [0.0, 0.0, 0.0], [0.0, 0.0, 0.0], [0.0, 0.0, 0.0], [0.1, 0.0, 0.1], [0.0, 0.0, 0.0], [0.0, 0.0, 0.0], [0.0, 0.0, 0.0], [0.0, 0.0, 0.0], [0.0, 0.0, 0.0], [0.0, 0.0, 0.0], [0.0, 0.0, 0.0], [0.0, 0.0, 0.0], [0.0, 0.0, 0.0], [0.0, 0.0, 0.0], [0.0, 0.0, 0.0], [0.0, 0.0, 0.0], [0.0, 0.0, 0.0], [0.0, 0.0, 0.0], [0.0, 0.0, 0.0], [0.0, 0.0, 0.0], [0.0, 0.0, 0.0], [0.0, 0.0, 0.0], [0.0, 0.0, 0.0], [0.0, 0.0, 0.0]],
  "total_charge": 0,
  "gap_ev": [6.04, 6.09]
}


{
  "formula": "C41H29ClF15GeN2OSSi2Ti",
  "method": "the ωB97M-V functional and the def2-TZVPD basis",
  "species": ["Ti", "Cl", "C", "C", "C", "C", "O", "C", "C", "N", "C", "C", "C", "C", "C", "C", "C", "C", "N", "C", "C", "H", "H", "H", "H", "H", "H", "H", "H", "H", "H", "F", "C", "C", "C", "F", "C", "F", "C", "F", "C", "F", "Ge", "S", "C", "C", "F", "C", "F", "C", "F", "C", "F", "C", "F", "C", "C", "F", "C", "F", "C", "F", "C", "F", "C", "F", "C", "Si", "C", "C", "C", "Si", "C", "C", "C", "H", "H", "H", "H", "H", "H", "H", "H", "H", "H", "H", "H", "H", "H", "H", "H", "H", "H", "H"],
  "xyz": [[-0.941, -0.320, -0.063], [-2.833, -6.555, 3.213], [-2.258, -5.231, 2.216], [-1.456, -5.525, 1.109], [-1.007, -4.484, 0.327], [-1.333, -3.155, 0.623], [-0.862, -2.181, -0.141], [-2.141, -2.861, 1.750], [-2.475, -1.535, 2.142], [-2.189, -0.413, 1.476], [-2.384, 0.772, 2.234], [-1.817, 0.905, 3.479], [-1.926, 2.096, 4.216], [-2.601, 3.170, 3.713], [-3.220, 3.074, 2.447], [-3.944, 4.145, 1.874], [-4.541, 3.981, 0.661], [-4.430, 2.727, 0.022], [-3.771, 1.715, 0.514], [-3.135, 1.867, 1.703], [-2.595, -3.946, 2.537], [-1.199, -6.552, 0.890], [-0.381, -4.658, -0.540], [-3.021, -1.420, 3.075], [-1.228, 0.084, 3.867], [-1.441, 2.162, 5.182], [-2.671, 4.099, 4.267], [-4.010, 5.083, 2.414], [-5.098, 4.779, 0.187], [-4.913, 2.567, -0.939], [-3.216, -3.752, 3.403], [5.338, -0.958, 0.070], [4.415, -1.247, -0.865], [3.140, -0.724, -0.735], [2.246, -1.038, -1.738], [0.994, -0.546, -1.712], [2.589, -1.839, -2.815], [1.704, -2.132, -3.767], [3.872, -2.343, -2.903], [4.220, -3.114, -3.932], [4.798, -2.045, -1.920], [6.041, -2.528, -2.011], [2.737, 0.358, 0.863], [0.739, 1.043, 1.201], [3.943, 1.927, 0.837], [4.038, 2.686, 1.993], [3.401, 2.285, 3.101], [4.783, 3.845, 2.070], [4.861, 4.544, 3.206], [5.458, 4.285, 0.947], [6.182, 5.405, 0.999], [5.380, 3.565, -0.227], [6.031, 3.996, -1.313], [4.626, 2.405, -0.265], [4.578, 1.757, -1.439], [3.302, -0.865, 2.320], [2.467, -1.937, 2.601], [1.388, -2.150, 1.842], [2.703, -2.826, 3.633], [1.876, -3.842, 3.877], [3.830, -2.656, 4.416], [4.084, -3.501, 5.417], [4.701, -1.619, 4.151], [5.801, -1.476, 4.900], [4.431, -0.751, 3.110], [5.334, 0.214, 2.873], [-2.440, 2.868, -3.703], [-1.144, 1.711, -2.953], [-0.140, 1.019, -4.399], [0.012, 2.874, -2.021], [-1.911, 0.434, -1.869], [-2.798, -0.973, -2.679], [-3.936, -0.419, -4.089], [-1.645, -2.244, -3.452], [-3.910, -1.856, -1.434], [-1.980, 3.509, -4.464], [-2.839, 3.525, -2.922], [-3.278, 2.341, -4.163], [0.604, 1.754, -4.722], [-0.778, 0.796, -5.260], [0.384, 0.101, -4.132], [0.215, 3.750, -2.648], [0.967, 2.404, -1.776], [-0.427, 3.220, -1.083], [-2.725, 0.986, -1.369], [-3.380, 0.034, -4.915], [-4.681, 0.305, -3.746], [-4.474, -1.289, -4.483], [-1.015, -1.813, -4.233], [-2.246, -3.040, -3.906], [-1.001, -2.698, -2.696], [-4.101, -1.223, -0.562], [-3.455, -2.782, -1.074], [-4.875, -2.109, -1.884]],
  "atomic_forces_ev_per_a": [[0.0, 0.3, -0.1], [0.0, 0.0, 0.0], [0.0, 0.0, 0.1], [0.1, 0.1, -0.1], [-0.1, -0.1, 0.0], [-0.1, 0.2, -0.1], [0.4, -0.3, 0.1], [0.0, 0.0, 0.0], [-0.1, -0.1, 0.1], [0.0, 0.0, 0.4], [-0.1, 0.2, -0.2], [0.1, -0.1, 0.0], [0.0, 0.0, 0.1], [0.0, 0.0, 0.0], [0.0, -0.1, -0.1], [0.0, 0.0, 0.0], [0.0, 0.0, 0.0], [0.0, 0.0, 0.0], [0.0, -0.1, 0.0], [0.0, 0.0, 0.1], [0.0, 0.0, 0.0], [0.0, 0.0, 0.0], [0.0, -0.1, 0.0], [0.0, -0.1, 0.0], [0.0, 0.0, 0.0], [0.0, 0.0, 0.0], [0.0, 0.0, 0.0], [0.0, 0.0, 0.0], [0.0, 0.0, 0.0], [0.0, 0.0, 0.0], [0.0, 0.0, 0.0], [0.0, 0.0, -0.1], [0.0, 0.1, 0.2], [0.0, 0.0, 0.0], [0.0, 0.0, 0.0], [0.0, -0.1, -0.2], [-0.2, 0.0, -0.1], [0.0, 0.0, 0.0], [0.0, 0.0, 0.0], [0.0, 0.0, 0.0], [0.2, -0.1, 0.0], [0.0, 0.0, 0.0], [0.0, 0.0, 0.0], [-0.1, 0.0, -0.1], [0.0, 0.0, 0.1], [0.0, -0.1, -0.1], [0.0, 0.0, 0.0], [0.0, 0.1, 0.1], [0.0, 0.0, 0.0], [0.1, 0.1, 0.0], [0.0, 0.0, 0.0], [0.1, 0.0, -0.1], [0.0, 0.0, 0.0], [-0.1, -0.1, 0.0], [0.0, 0.0, 0.0], [0.0, -0.1, 0.0], [0.0, 0.1, 0.0], [0.0, -0.1, 0.0], [0.0, -0.1, 0.0], [0.0, 0.0, 0.0], [0.0, -0.1, 0.1], [0.0, 0.0, 0.0], [0.2, 0.0, 0.1], [0.0, 0.0, 0.0], [0.0, 0.1, -0.1], [0.0, 0.0, 0.1], [0.0, 0.1, 0.0], [0.0, -0.1, 0.0], [0.0, 0.0, 0.0], [0.0, 0.1, -0.1], [0.0, 0.1, 0.0], [0.1, 0.1, 0.0], [0.0, 0.0, 0.0], [-0.1, -0.1, 0.0], [0.0, 0.0, 0.0], [0.0, 0.0, 0.0], [0.0, 0.0, 0.0], [0.0, 0.0, 0.0], [0.0, 0.0, 0.0], [0.0, 0.0, 0.0], [0.0, 0.0, 0.0], [0.0, 0.0, 0.1], [0.0, 0.0, 0.0], [0.0, 0.0, 0.0], [0.0, 0.0, 0.0], [0.0, 0.0, 0.0], [0.0, 0.0, 0.0], [0.0, 0.0, 0.0], [0.0, 0.0, 0.0], [0.0, 0.0, 0.0], [0.0, 0.0, 0.0], [0.0, 0.0, 0.0], [0.0, 0.0, 0.0], [0.0, 0.0, 0.0]],
  "total_charge": -1,
  "gap_ev": [4.96, 5.16]
}


{
  "formula": "C41H31F5N12O4S5SeV",
  "method": "the ωB97M-V functional and the def2-TZVPD basis",
  "species": ["V", "C", "N", "C", "N", "C", "N", "C", "C", "C", "C", "C", "C", "C", "N", "N", "C", "O", "C", "C", "C", "C", "C", "C", "N", "C", "N", "C", "N", "C", "H", "H", "H", "H", "H", "H", "H", "H", "H", "H", "H", "H", "H", "H", "H", "H", "C", "C", "N", "O", "C", "C", "N", "O", "H", "H", "H", "H", "H", "H", "H", "O", "C", "S", "C", "C", "S", "S", "S", "F", "C", "C", "F", "C", "F", "C", "S", "C", "F", "C", "F", "C", "N", "C", "Se", "N", "C", "C", "C", "C", "C", "C", "H", "H", "H", "H", "H", "H", "H", "H"],
  "xyz": [[0.608, -0.820, 0.897], [4.014, 1.322, -2.682], [3.505, 0.786, -1.450], [2.239, 0.505, -1.126], [2.205, 0.019, 0.103], [3.497, 0.037, 0.502], [4.300, 0.503, -0.418], [3.943, 2.832, -2.761], [4.666, 3.479, -3.757], [4.618, 4.857, -3.883], [3.860, 5.609, -3.008], [3.138, 4.968, -2.004], [3.175, 3.579, -1.886], [2.340, 5.746, -1.084], [2.210, 7.041, -1.050], [1.380, 7.334, -0.043], [1.026, 6.208, 0.509], [1.610, 5.154, -0.110], [0.150, 6.010, 1.640], [-0.503, 7.095, 2.222], [-1.322, 6.880, 3.314], [-1.484, 5.603, 3.828], [-0.838, 4.511, 3.254], [-1.003, 3.139, 3.876], [-1.058, 2.033, 2.960], [0.074, 1.285, 2.488], [-0.363, 0.715, 1.253], [-1.620, 1.182, 1.088], [-2.059, 1.956, 2.029], [-0.021, 4.727, 2.158], [3.441, 0.882, -3.506], [5.057, 1.006, -2.767], [1.383, 0.647, -1.760], [3.830, -0.299, 1.466], [5.263, 2.893, -4.440], [5.175, 5.342, -4.669], [3.811, 6.684, -3.078], [2.593, 3.111, -1.104], [-0.354, 8.078, 1.803], [-1.839, 7.711, 3.770], [-2.124, 5.447, 4.684], [-1.928, 3.127, 4.461], [-0.166, 2.948, 4.555], [1.003, 1.895, 2.383], [-2.221, 0.910, 0.236], [0.491, 3.904, 1.683], [2.817, -3.965, 2.512], [2.048, -2.708, 2.230], [1.646, -2.325, 1.017], [2.184, -3.030, -0.061], [1.629, -1.796, 3.204], [1.780, -1.951, 4.682], [0.982, -0.784, 2.627], [0.429, 0.223, 3.407], [2.993, -4.505, 1.584], [2.251, -4.600, 3.194], [3.777, -3.741, 2.977], [1.635, -2.802, -0.835], [2.700, -2.473, 4.929], [0.939, -2.515, 5.088], [1.780, -0.971, 5.154], [-3.063, 1.392, -7.630], [-2.533, 1.205, -6.580], [-1.676, -0.320, -6.196], [-1.210, 0.196, -4.605], [-1.604, 1.421, -4.193], [-0.982, 1.574, -2.563], [-2.535, 2.414, -5.271], [-0.340, -0.433, -3.208], [-5.402, -3.906, 2.894], [-4.427, -3.335, 2.175], [-4.697, -2.779, 0.925], [-5.951, -2.775, 0.457], [-3.673, -2.253, 0.158], [-3.957, -1.735, -1.047], [-2.338, -2.268, 0.595], [-1.037, -1.846, -0.433], [-2.116, -2.779, 1.880], [-0.842, -2.774, 2.348], [-3.121, -3.317, 2.660], [-2.838, -3.852, 3.855], [0.360, -5.464, -0.988], [-0.776, -4.895, -1.657], [-0.748, -3.952, -2.619], [0.715, -3.137, -3.345], [-2.013, -3.680, -2.995], [-2.889, -4.395, -2.213], [-4.272, -4.445, -2.157], [-4.838, -5.265, -1.198], [-4.051, -6.011, -0.323], [-2.668, -5.982, -0.384], [-2.094, -5.170, -1.350], [1.260, -5.213, -1.548], [0.249, -6.547, -0.935], [0.446, -5.059, 0.023], [-2.238, -2.928, -3.627], [-4.878, -3.848, -2.816], [-5.911, -5.316, -1.108], [-4.540, -6.615, 0.426], [-2.057, -6.544, 0.304]],
  "atomic_forces_ev_per_a": [[-1.8, 0.2, -3.7], [0.2, 0.3, -0.6], [-1.1, -0.4, 0.2], [0.3, 0.1, -0.3], [0.8, 0.7, -0.8], [0.4, 0.1, -0.1], [0.8, 0.0, 0.5], [0.0, 0.0, 0.1], [-0.1, -0.1, 0.1], [0.0, -0.1, 0.0], [-0.1, -0.1, 0.2], [0.2, -0.4, -0.2], [0.0, 0.2, -0.1], [-0.2, 1.0, 0.2], [1.0, -0.8, -1.2], [-1.1, -0.1, 1.3], [0.3, 0.7, -0.5], [0.0, -0.1, -0.1], [-0.2, -0.4, 0.4], [0.1, -0.1, -0.1], [0.0, 0.1, 0.0], [0.1, -0.1, -0.1], [-0.1, 0.1, 0.2], [-0.1, -0.1, -0.2], [1.3, -0.8, 0.0], [0.3, 1.1, 0.4], [-0.4, 1.5, 0.8], [-1.5, 1.2, 0.5], [-0.8, -0.3, -1.0], [0.0, 0.1, -0.1], [0.1, 0.0, 0.1], [-0.2, -0.1, 0.0], [0.1, 0.1, -0.2], [0.0, -0.1, 0.1], [0.1, -0.1, -0.1], [0.1, 0.1, -0.1], [0.0, 0.1, 0.0], [0.0, 0.0, 0.0], [0.0, 0.1, 0.0], [0.0, 0.1, 0.0], [-0.1, 0.0, 0.1], [0.1, 0.0, 0.1], [-0.1, 0.0, 0.0], [-0.2, -0.3, 0.2], [-0.1, 0.0, 0.0], [0.0, -0.1, 0.0], [-0.2, 0.2, -0.1], [0.5, -0.1, 0.9], [1.3, -2.2, -0.1], [0.3, -0.3, 0.1], [0.7, -0.9, 0.5], [-0.2, 0.1, -0.2], [0.5, 0.8, 2.1], [0.0, -0.3, 1.0], [0.0, 0.0, 0.1], [0.0, -0.1, 0.0], [0.0, -0.1, 0.0], [-0.1, -0.1, 0.1], [0.1, 0.0, 0.0], [0.0, 0.0, 0.1], [0.0, 0.0, 0.1], [-0.1, 0.0, -0.3], [0.0, 0.0, 0.1], [0.2, -0.2, 0.2], [-0.2, 0.9, 0.1], [0.2, -0.6, -0.3], [-0.1, -0.3, -0.3], [0.1, 0.0, 0.2], [-0.3, 0.7, 0.1], [0.2, 0.2, -0.2], [0.2, 0.1, -0.1], [0.0, -0.1, 0.2], [0.1, 0.0, 0.1], [0.5, 0.1, 0.2], [-0.1, -0.1, 0.2], [-1.0, -0.4, 1.0], [0.1, 0.0, -0.9], [0.3, 0.2, -0.3], [-1.0, -0.4, 0.1], [-0.1, -0.1, 0.0], [-0.1, 0.1, -0.2], [0.4, -0.1, 0.3], [-0.3, 0.3, -0.5], [0.2, 0.0, -0.3], [0.6, -0.2, -0.4], [0.2, -0.1, 0.1], [-0.2, -0.6, 0.6], [0.2, 0.0, -0.1], [0.0, 0.0, 0.0], [0.0, 0.0, 0.1], [0.2, 0.1, -0.1], [-0.8, 0.2, -0.1], [-0.1, 0.0, 0.1], [0.0, 0.0, -0.1], [0.0, 0.0, -0.1], [0.0, 0.0, 0.0], [-0.1, 0.1, -0.1], [-0.1, 0.0, 0.0], [0.0, -0.1, 0.1], [0.0, -0.1, 0.1]],
  "total_charge": 0,
  "spin_multiplicity": 2,
  "gap_ev": [6.62, 6.40]
}